Density functional theory data (ωB97M-V/def2-TZVPD) for a cluster of 6 separate species, C26H57Br3N6O10PS in total.

XYZ file:
```
104
Properties=species:S:1:pos:R:3:mulliken_charge:R:1
Br 0.6532 3.0445 3.4222 -0.18
Br 0.9410 -0.4323 -0.8139 -0.54
Br -1.3794 0.3963 2.8883 -0.15
S 1.4803 4.8341 0.6784 -0.32
P 2.7183 1.0869 0.2768 1.38
O 5.3401 1.7979 1.0540 -0.32
O 3.0344 -1.6306 1.0185 0.02
O -3.0889 3.3437 -3.3355 -0.60
O 6.6806 -1.5041 -2.3109 -0.59
O 1.8338 2.3861 -0.3792 -0.32
O 1.5926 1.1982 1.6406 -0.41
O -5.3060 -2.8026 0.0680 -0.60
O -1.7152 -3.9064 3.9329 -0.69
O 4.0796 -2.5622 1.3543 -0.42
O -5.4303 2.8880 2.1491 -0.64
N 5.6501 -3.4921 -2.6948 0.19
N -2.6537 5.5308 -3.7541 0.13
N 2.6112 1.8282 -3.3587 -0.82
N -5.9362 -4.9739 0.0971 0.16
N -6.4432 0.8822 1.8454 0.17
N 0.4066 -3.8251 3.1409 0.22
C 0.7240 -5.1250 3.6894 -1.02
C -2.3198 2.5785 -0.3443 -1.05
C -2.3022 4.2361 -3.5795 0.17
C -0.8291 -3.3252 3.3227 0.35
C -5.7920 -5.0306 1.5429 -0.93
C 7.5550 1.8554 0.2154 -1.22
C 3.4504 1.8979 -2.4023 -0.42
C -5.6618 -3.8045 -0.5188 0.09
C 0.9542 3.0978 0.4123 0.37
C 1.4107 -3.0697 2.4212 -0.61
C 3.6958 0.8930 -1.3211 -0.26
C 5.5470 -3.7830 -1.2721 -0.73
C 6.2128 -2.3271 -3.0737 0.11
C 6.2288 2.5981 0.3026 0.07
C -6.3468 -6.1518 -0.6292 -0.93
C -0.8182 1.5636 1.4317 0.29
C 3.5915 -0.3346 1.1410 -0.78
C -5.9149 2.0419 1.4194 0.15
C -1.8955 2.6284 1.1434 -0.63
C -6.9822 -0.1128 0.9409 -1.01
C 5.1398 -4.4427 -3.6526 -0.94
C 3.9885 2.2487 1.0965 -1.53
C -6.4372 0.6138 3.2725 -0.93
C 0.6114 2.1306 1.6133 0.31
C -1.6737 6.5574 -4.0215 -0.95
C -4.0574 5.8789 -3.6532 -0.95
H 3.7133 2.3658 2.1537 0.39
H -1.8592 7.0459 -4.9818 0.34
H 3.9195 3.2295 0.6082 0.43
H -2.7866 2.5068 1.7571 0.49
H 5.6523 -5.4048 -3.5697 0.33
H -6.8953 0.2507 -0.0819 0.30
H -5.6395 -6.9723 -0.4881 0.34
H 7.5634 1.1582 -0.6293 0.22
H 7.7188 1.2799 1.1308 0.28
H 6.5353 -3.7790 -0.8105 0.29
H 1.7596 -5.3588 3.4487 0.35
H 4.0697 -4.6114 -3.5119 0.33
H -4.1628 6.9505 -3.8124 0.39
H 5.2955 -4.0553 -4.6587 0.29
H -5.4183 0.6124 3.6611 0.25
H 6.2185 -2.1916 -4.1703 0.29
H -0.6854 6.1018 -4.0517 0.31
H -4.6473 5.3429 -4.3982 0.29
H 2.5885 4.5938 1.3752 0.11
H 0.0695 3.3136 -0.1757 -0.53
H 5.8195 2.7895 -0.7027 0.07
H -5.7762 -3.8483 -1.6154 0.28
H -5.9497 2.1566 0.3215 0.30
H -4.4545 5.6196 -2.6710 0.27
H -1.5004 3.6188 1.3900 0.26
H 4.7515 0.8755 -1.0430 0.07
H 3.6513 -0.0453 2.1990 0.40
H -7.3349 -6.4925 -0.3102 0.33
H 4.9375 -3.0384 -0.7654 0.07
H 5.0882 -4.7612 -1.1442 0.38
H -8.0369 -0.3030 1.1587 0.32
H -1.2157 4.0635 -3.6587 0.29
H 4.5914 -0.3670 0.7098 0.65
H -6.4561 -4.3145 2.0277 0.25
H 2.2638 -2.8530 3.0715 0.21
H -1.6745 7.3220 -3.2409 0.34
H -0.9384 -2.3329 2.8612 0.09
H 2.0553 0.9728 -3.2729 0.31
H -1.5123 2.2539 -1.0058 0.39
H -6.3907 -5.9165 -1.6916 0.28
H 4.0785 2.8001 -2.3775 0.32
H 0.9931 -2.1228 2.0866 -0.04
H -6.0404 -6.0360 1.8770 0.37
H -3.1516 1.8807 -0.4952 0.39
H -6.9971 1.3828 3.8072 0.31
H -0.7741 0.8541 0.5997 -0.21
H 1.7709 -3.6051 1.5421 0.47
H 0.5928 -5.1383 4.7730 0.30
H -2.6638 3.5611 -0.6870 0.16
H 3.9296 -2.7152 2.2977 0.30
H 6.3553 3.5845 0.7822 0.41
H -6.8901 -0.3589 3.4503 0.37
H 3.4458 -0.0981 -1.7137 0.66
H 8.3884 2.5572 0.0956 0.40
H -6.4149 -1.0392 1.0169 0.44
H 0.0747 -5.8974 3.2733 0.29
H -4.7723 -4.7891 1.8432 0.33
```

Net charge ... -1
E_HOMO ... -5.7 eV
Orbital gap ... 7.8271 eV



Density functional theory data (ωB97M-V/def2-TZVPD) for a structure of composition C3H2Br2N2.

XYZ file:
```
9
Properties=species:S:1:pos:R:3:mulliken_charge:R:1
Br 1.9474 -1.6347 -1.5792 -0.01
Br -0.9137 -1.0403 -2.8534 -0.05
N 1.8824 2.6087 -2.5002 -0.34
N 0.1693 1.6871 0.2125 -0.45
C 0.3657 -0.5844 -1.3322 -0.29
C 0.6597 0.8036 -1.2108 0.21
C 1.2378 1.8042 -1.9806 0.32
H -0.2205 -1.0013 -0.3569 0.38
H -0.1347 1.0456 0.8988 0.23
```

Energy relative to the best compared isomer or geometry (same formula, charge and spin) ... 5.0992 eV
E_HOMO ... -10.3 eV
Orbital gap ... 7.6454 eV



LUMO energy: 2.16, -2.63 (eV)